123
Properties=species:S:1:pos:R:3:forces:R:3:lowdin_charge:R:1 method="wB97M-V/def2-TZVPD" e_above_lowest_ev=1.973 orbital_gap_ev="5.805 / 5.805" mol_weight_g_mol=1042.3 e_lumo_ev="-3.5616 / -3.5610" largest_force_ev_per_a=1.01 total_charge=+1 energy_ev=-234004.1380
Ti -0.298 -0.430 0.578 0.49 -0.50 0.73 0.781
O 1.606 -1.348 0.356 -0.10 -0.07 -0.17 -0.633
S 2.808 -2.234 -0.004 0.14 0.09 0.02 1.076
C 3.494 -2.738 1.589 0.00 0.00 0.04 -0.289
C 3.581 -1.692 2.696 0.03 0.00 -0.01 -0.185
C 2.261 -1.293 3.370 0.02 0.01 0.00 -0.223
C 1.476 -2.450 3.987 -0.01 0.01 0.04 -0.244
S -0.256 -2.625 3.354 0.08 -0.09 -0.04 1.109
O -0.376 -1.713 2.138 -0.04 0.33 -0.13 -0.659
C -0.128 -4.266 2.703 -0.10 -0.04 0.04 -0.403
C -0.588 -5.292 3.513 -0.03 0.02 -0.03 -0.065
C -0.460 -6.601 3.067 0.02 -0.03 -0.02 -0.045
C 0.108 -6.859 1.829 -0.01 -0.01 0.03 -0.043
C 0.549 -5.815 1.021 0.00 0.00 0.00 -0.043
C 0.434 -4.506 1.457 -0.06 0.03 -0.08 -0.097
C 4.045 -1.170 -0.689 -0.02 0.02 0.05 -0.408
C 4.170 0.162 -0.296 -0.01 0.00 -0.04 -0.088
C 5.028 0.989 -1.003 -0.04 0.07 0.06 -0.031
C 5.771 0.481 -2.064 0.01 -0.02 -0.03 -0.014
C 5.668 -0.858 -2.418 0.00 0.01 0.01 -0.045
C 4.788 -1.693 -1.742 -0.06 0.01 -0.08 -0.080
H 4.484 -3.118 1.326 -0.01 0.01 0.01 0.113
H 2.887 -3.601 1.879 0.04 0.04 0.02 0.071
H 4.071 -0.792 2.314 0.00 -0.03 0.01 0.110
H 4.256 -2.097 3.454 0.00 0.00 -0.01 0.131
H 1.624 -0.795 2.646 0.00 0.02 -0.02 0.044
H 2.487 -0.568 4.153 0.01 0.00 -0.01 0.126
H 1.334 -2.319 5.059 0.02 0.00 0.01 0.097
H 1.949 -3.418 3.829 -0.02 0.01 0.00 0.094
H -1.052 -5.078 4.469 0.00 0.00 -0.01 0.120
H -0.818 -7.415 3.683 0.00 0.00 0.00 0.119
H 0.198 -7.879 1.482 0.00 0.00 0.00 0.118
H 0.971 -6.023 0.047 0.00 0.00 0.00 0.120
H 0.737 -3.678 0.826 -0.10 -0.06 0.03 0.077
H 3.541 0.570 0.486 -0.02 -0.01 -0.07 0.074
H 5.090 2.048 -0.778 0.03 0.06 -0.06 0.095
H 6.404 1.154 -2.630 -0.01 0.01 0.01 0.130
H 6.239 -1.245 -3.251 0.01 -0.01 0.01 0.117
H 4.653 -2.721 -2.057 0.01 0.01 0.01 0.111
C -3.771 -0.972 3.264 -0.02 0.01 0.00 -0.169
C -3.321 0.470 3.047 0.03 -0.02 0.00 -0.355
Ge -2.528 0.842 1.275 -0.17 0.11 -0.16 0.842
C -2.258 2.828 1.322 -0.03 0.00 0.02 -0.377
C -3.570 3.580 1.089 0.00 -0.01 0.01 -0.162
C -3.981 0.520 0.007 -0.02 0.02 0.02 -0.253
C -3.921 -0.509 -0.846 -0.01 -0.05 -0.04 -0.353
Ge -2.303 -1.620 -0.649 -0.07 0.13 0.03 0.909
C -2.849 -3.271 0.295 0.01 0.02 0.08 -0.352
C -4.154 -3.860 -0.245 0.01 0.00 0.01 -0.148
C -1.453 -2.284 -2.324 0.03 -0.02 0.02 -0.357
C -1.179 -1.314 -3.473 0.00 0.00 0.00 -0.161
C -5.062 -0.910 -1.707 0.01 0.00 0.00 -0.256
C -4.860 -1.499 -2.954 -0.01 -0.01 0.00 -0.048
C -5.933 -1.870 -3.752 0.00 0.01 -0.01 -0.068
C -7.231 -1.673 -3.308 0.00 0.00 0.00 -0.078
C -7.448 -1.105 -2.060 0.00 0.00 0.01 -0.070
C -6.376 -0.729 -1.268 0.00 0.00 0.00 -0.044
H -4.399 -1.068 4.152 0.02 0.00 0.01 0.075
H -2.921 -1.645 3.394 0.00 0.00 -0.03 0.024
H -4.351 -1.336 2.413 0.00 0.00 0.01 0.062
H -2.650 0.808 3.842 0.01 -0.05 0.01 0.060
H -4.191 1.133 3.085 0.02 0.02 0.03 0.064
H -1.526 3.171 0.583 -0.02 -0.01 -0.01 0.034
H -1.858 3.093 2.307 0.01 0.01 -0.01 0.055
H -3.955 3.403 0.084 0.00 0.00 0.00 0.064
H -3.437 4.656 1.207 0.00 0.00 0.00 0.075
H -4.343 3.267 1.794 0.00 0.00 0.00 0.067
H -4.883 1.131 0.044 0.00 0.00 -0.02 0.069
H -2.946 -3.053 1.362 0.01 -0.01 -0.02 0.038
H -2.040 -3.996 0.191 0.09 -0.05 0.00 0.047
H -4.995 -3.187 -0.082 0.00 0.00 0.00 0.065
H -4.385 -4.808 0.245 0.00 0.00 0.00 0.073
H -4.101 -4.050 -1.319 0.00 0.00 0.00 0.067
H -2.119 -3.088 -2.654 0.00 0.01 -0.01 0.060
H -0.523 -2.787 -2.033 -0.02 0.00 0.01 0.054
H -2.043 -0.687 -3.702 0.00 0.01 0.01 0.061
H -0.920 -1.856 -4.384 -0.01 0.00 0.00 0.079
H -0.346 -0.646 -3.255 0.01 0.00 0.01 0.043
H -3.854 -1.665 -3.314 0.01 0.00 0.01 0.078
H -5.752 -2.315 -4.722 0.00 0.00 0.00 0.107
H -8.069 -1.968 -3.925 0.00 0.00 0.00 0.106
H -8.458 -0.962 -1.698 0.00 0.00 0.00 0.107
H -6.557 -0.311 -0.286 0.00 0.00 0.00 0.110
O 5.841 4.325 -4.246 -0.03 -0.06 -0.02 -0.347
S 5.124 5.004 -3.185 0.08 0.08 0.02 0.397
O 5.057 4.246 -1.940 -0.05 -0.16 0.14 -0.391
O 5.389 6.410 -3.021 -0.03 -0.04 -0.02 -0.331
C 3.405 4.935 -3.796 -0.02 -0.01 -0.05 -0.327
N 2.959 5.822 -4.690 -0.04 0.03 0.01 0.145
C 1.698 5.695 -5.075 -0.01 -0.03 0.04 -0.095
C 0.840 4.702 -4.594 0.07 0.03 -0.05 0.015
C 1.417 3.817 -3.708 -0.02 0.05 0.09 -0.229
N 2.684 3.936 -3.321 -0.06 -0.11 0.06 0.142
C 0.764 2.684 -2.997 -0.03 0.00 -0.06 -0.091
C 1.621 1.681 -2.554 0.20 0.20 0.06 0.033
C 1.197 0.810 -1.597 -0.24 -0.10 -0.18 -0.108
N -0.066 0.786 -1.124 -0.08 0.18 -0.38 -0.081
C -0.951 1.639 -1.688 0.06 0.03 0.05 -0.118
C -0.572 2.601 -2.605 0.05 0.03 0.03 0.044
H 1.344 6.419 -5.801 -0.01 0.00 -0.01 0.115
H -0.187 4.633 -4.923 0.00 0.00 -0.01 0.109
H 2.655 1.689 -2.864 0.04 0.00 0.02 0.128
H 1.880 0.107 -1.175 0.13 -0.11 0.08 0.064
H -1.977 1.563 -1.352 -0.02 -0.02 -0.02 0.088
H -1.307 3.317 -2.949 -0.01 -0.01 -0.01 0.129
C 1.579 3.521 3.370 -0.01 0.00 -0.01 -0.033
C 2.253 3.062 2.075 -0.01 0.06 -0.05 -0.606
C 1.913 3.998 0.919 0.02 -0.03 -0.02 -0.011
C 3.764 2.993 2.264 0.00 -0.02 -0.01 -0.019
N 1.851 1.685 1.692 0.00 -0.12 -0.12 -0.035
N 0.438 1.464 1.650 -0.26 -0.08 -0.05 -0.048
H 2.019 4.459 3.707 0.00 0.01 -0.01 0.097
H 1.717 2.787 4.170 0.01 0.00 0.01 0.087
H 0.510 3.708 3.241 0.00 -0.02 0.00 0.071
H 2.258 5.008 1.141 0.01 0.00 -0.02 0.104
H 0.833 4.066 0.751 -0.02 0.01 0.00 0.071
H 2.398 3.671 -0.003 0.03 0.03 -0.01 0.089
H 4.161 3.982 2.490 0.00 0.00 -0.01 0.103
H 4.251 2.637 1.357 0.01 0.04 0.00 0.072
H 4.028 2.331 3.095 -0.01 -0.01 0.01 0.088
H 2.235 1.024 2.355 0.01 0.03 0.14 0.076
H 0.078 2.139 0.978 -0.02 0.04 0.05 0.035
H -0.020 1.712 2.530 0.08 0.02 0.02 0.086

=====

118
Properties=species:S:1:pos:R:3:forces:R:3:lowdin_charge:R:1 method="wB97M-V/def2-TZVPD" e_above_lowest_ev=0.000 orbital_gap_ev=7.014 mol_weight_g_mol=934.0 e_lumo_ev=0.0092 largest_force_ev_per_a=1.71 energy_ev=-88377.3728
La 0.769 0.656 -0.171 0.34 0.90 -0.27 1.669
C 1.670 2.267 -3.400 -1.17 -0.68 0.28 -0.202
C 1.898 0.784 -3.614 0.12 -0.02 0.45 -0.175
N 0.949 -0.089 -2.866 0.19 1.69 0.19 -0.112
C -0.370 -0.148 -3.493 -0.55 -0.60 0.05 -0.149
C -1.243 1.074 -3.290 0.36 0.30 -0.55 -0.272
C -2.082 1.584 -4.294 0.12 -0.26 0.31 -0.001
C -2.688 2.814 -4.035 -0.03 -0.23 -0.98 -0.049
C -2.412 3.503 -2.879 -0.01 -0.21 0.34 -0.018
C -1.651 2.872 -1.908 -0.06 0.33 0.83 -0.244
C -1.443 3.529 -0.537 -0.29 -0.39 -0.40 -0.143
N -0.137 3.264 0.041 -0.17 -0.69 -0.39 -0.163
C 0.940 4.179 -0.308 0.47 -0.17 0.79 -0.201
C 1.414 3.989 -1.733 -1.09 0.59 -0.26 -0.198
N 1.721 2.584 -1.971 1.11 0.16 -0.34 -0.130
N -1.097 1.681 -2.111 0.29 -0.05 0.27 0.106
H 0.699 2.585 -3.785 -0.04 0.00 0.03 0.108
H 2.399 2.784 -3.982 0.80 0.60 -0.40 0.119
H 2.922 0.629 -3.277 -0.12 -0.54 0.25 0.092
H 1.889 0.541 -4.670 -0.18 0.01 -0.45 0.120
H 1.345 -1.000 -2.837 0.20 -0.96 0.00 0.086
H -0.920 -0.973 -3.026 0.19 -0.11 -0.11 0.110
H -0.253 -0.362 -4.557 -0.25 0.03 -0.18 0.125
H -2.244 1.050 -5.251 0.21 0.39 0.78 0.128
H -3.324 3.265 -4.794 0.08 -0.08 0.11 0.114
H -2.782 4.498 -2.702 -0.19 0.14 0.00 0.116
H -2.151 3.097 0.194 0.02 0.12 -0.82 0.084
H -1.688 4.605 -0.623 0.21 -0.22 0.08 0.137
H -0.272 3.213 1.041 0.26 0.37 0.39 0.001
H 1.758 3.969 0.405 -0.17 0.07 -0.30 0.105
H 0.624 5.197 -0.117 0.01 0.54 -0.12 0.122
H 2.222 4.684 -1.971 0.34 -0.14 0.17 0.128
H 0.605 4.324 -2.424 0.26 -0.48 0.32 0.123
H 2.701 2.410 -1.674 -0.68 0.02 0.01 0.080
C 4.527 -2.414 0.680 -0.48 -0.02 -0.74 -0.096
C 3.265 -3.055 0.074 -0.43 0.68 -0.79 -0.523
C 3.249 -3.058 -1.473 0.49 0.64 0.46 -0.108
P 1.706 -2.217 0.726 0.13 -0.37 -0.04 1.015
C 1.784 -2.913 2.481 -0.22 0.43 -0.05 -0.508
C 2.116 -1.737 3.399 -0.06 0.05 0.58 -0.155
C 0.531 -3.685 2.970 0.33 1.04 -0.13 -0.077
C 0.309 -3.103 -0.056 -0.40 0.93 0.14 -0.332
C 0.424 -4.474 -0.183 -0.19 -0.70 -0.14 -0.098
C -0.647 -5.330 -0.456 0.26 0.67 -0.16 -0.271
C -0.477 -6.803 -0.668 0.00 0.01 0.12 -0.058
C -1.896 -4.699 -0.527 0.11 0.10 0.17 -0.033
C -2.048 -3.328 -0.390 0.10 -0.60 -0.05 -0.047
C -0.962 -2.447 -0.247 0.24 -0.16 0.21 -0.327
N -1.130 -1.079 -0.206 0.19 0.25 0.15 -0.144
C -2.443 -0.517 -0.340 0.96 -0.32 -0.38 -0.358
C -3.233 -0.734 -1.472 0.01 -0.97 -0.55 -0.053
C -4.426 -0.064 -1.673 0.53 -0.78 -0.87 -0.042
C -4.845 0.876 -0.771 -0.90 0.89 -0.53 -0.290
C -6.018 1.765 -1.075 -0.93 -0.14 -0.03 -0.045
C -4.099 1.089 0.349 0.95 -0.55 0.77 -0.048
C -2.890 0.405 0.604 -1.33 0.22 -0.59 -0.328
P -1.821 0.788 1.967 0.67 0.41 0.47 1.038
C -1.630 -0.824 2.848 -0.28 -0.01 0.80 -0.529
C -1.129 -0.602 4.289 0.08 0.17 -0.08 -0.110
C -2.844 -1.782 2.812 0.82 0.84 0.92 -0.064
C -2.755 1.898 3.107 0.17 0.74 0.57 -0.510
C -4.032 1.340 3.776 0.97 -0.27 -0.19 -0.095
C -3.021 3.338 2.564 -0.84 -0.78 0.99 -0.132
H 5.414 -2.786 0.187 0.26 -0.27 -0.32 0.078
H 4.518 -1.342 0.511 0.00 0.12 0.32 0.044
H 4.651 -2.664 1.718 -0.15 0.11 0.61 0.064
H 3.201 -4.070 0.403 0.03 -0.83 0.31 0.074
H 3.113 -2.027 -1.812 -0.07 -0.06 -0.10 0.028
H 4.210 -3.390 -1.876 -0.04 -0.04 0.10 0.084
H 2.468 -3.668 -1.906 -0.25 -0.19 0.10 0.061
H 2.656 -3.577 2.423 -0.29 -0.14 0.28 0.091
H 1.320 -0.991 3.336 0.18 -0.02 0.04 0.005
H 2.184 -2.046 4.466 0.06 0.07 -0.62 0.093
H 3.050 -1.232 3.121 -0.15 -0.12 0.04 0.066
H -0.421 -3.177 2.717 0.64 -0.25 0.05 0.055
H 0.529 -4.649 2.488 -0.25 -0.50 0.20 0.063
H 0.591 -3.732 4.070 -0.06 -0.39 -0.38 0.083
H 1.427 -4.864 -0.021 -0.28 -0.37 -0.08 0.101
H 0.530 -7.166 -0.519 0.37 0.15 0.43 0.071
H -1.151 -7.376 -0.049 -0.17 -0.21 0.37 0.074
H -0.690 -7.103 -1.674 -0.36 0.02 -0.84 0.067
H -2.812 -5.266 -0.668 0.15 -0.21 0.03 0.114
H -3.047 -2.938 -0.350 -0.23 0.11 -0.19 0.095
H -2.890 -1.499 -2.195 -0.30 0.60 0.40 0.121
H -5.019 -0.244 -2.567 0.15 -0.05 0.04 0.120
H -7.010 1.285 -1.054 0.37 -0.26 0.20 0.085
H -6.076 2.584 -0.376 0.04 0.30 0.32 0.068
H -5.987 2.207 -2.066 0.39 0.03 -0.24 0.072
H -4.494 1.772 1.064 0.04 0.46 0.38 0.075
H -0.804 -1.227 2.288 0.27 -0.53 -0.24 0.031
H -1.884 -0.143 4.917 -0.21 0.22 0.05 0.060
H -0.893 -1.540 4.784 0.09 -0.33 -0.16 0.075
H -0.226 0.018 4.344 -0.21 0.02 -0.15 0.063
H -3.612 -1.343 3.463 -0.04 -0.45 -0.36 0.070
H -3.197 -1.919 1.815 -0.46 -0.03 -0.66 0.047
H -2.552 -2.758 3.198 -0.03 -0.07 0.15 0.076
H -2.002 2.053 3.919 -0.40 -0.19 -0.55 0.094
H -4.770 1.015 3.056 -0.40 0.26 -0.16 0.068
H -3.795 0.456 4.350 0.09 -0.17 0.23 0.039
H -4.412 2.064 4.485 -0.37 0.29 -0.04 0.081
H -3.992 3.408 2.093 -0.41 -0.07 -0.06 0.062
H -3.024 4.018 3.412 -0.01 0.09 0.06 0.080
H -2.330 3.731 1.872 1.01 0.21 -0.43 0.003
S 1.923 1.891 2.620 -0.76 0.63 0.09 0.448
C 0.752 3.075 2.997 -0.66 -0.15 -0.29 -0.869
N -0.145 3.821 3.135 1.46 -0.74 0.04 0.056
N 9.014 2.320 -0.684 0.73 0.25 -0.01 0.143
C 7.942 1.925 -0.748 -0.18 -0.45 -0.30 -0.206
C 6.591 1.476 -0.771 -0.63 0.48 0.71 -0.257
C 6.075 0.468 -1.576 1.04 0.25 -1.10 -0.060
C 4.738 0.145 -1.523 -0.31 0.30 0.63 -0.198
C 3.802 0.775 -0.652 -0.42 -0.18 -0.17 -0.204
C 4.371 1.806 0.131 0.67 -0.85 -0.74 -0.191
C 5.720 2.132 0.099 0.06 0.19 0.33 -0.044
H 6.729 0.033 -2.354 -0.36 -0.01 0.66 0.122
H 4.482 -0.683 -2.167 -0.41 -0.05 -0.16 0.059
H 3.810 2.353 0.842 -0.78 0.42 0.55 -0.010
H 6.090 2.896 0.793 0.00 -0.26 -0.41 0.122